Formula: C23H64AsF6O9
Source: OMol25
Level of theory: ωB97M-V/def2-TZVPD

Geometry as ORCA input:
```
! RIJCOSX wB97M-V def2-TZVPD def2/J DEFGRID3
* xyz -2 2
As 0.167 0.179 -0.420
F 1.584 0.226 -1.576
F -0.388 1.716 -1.127
F -1.243 0.165 0.666
F 0.694 -1.361 0.383
F 1.083 1.076 0.823
F -0.791 -0.742 -1.583
C -1.088 4.847 -0.749
C 0.547 4.869 -0.711
O 0.995 6.162 -0.308
H -1.370 5.722 -1.335
H -1.543 5.044 0.221
H -1.537 3.969 -1.214
H 0.836 4.525 -1.705
H 0.904 4.077 -0.052
H 0.567 6.804 -0.880
C -3.051 -2.454 1.344
C -2.090 -3.503 0.877
O -2.302 -4.642 1.667
H -4.065 -2.851 1.362
H -3.182 -1.612 0.664
H -2.844 -2.112 2.358
H -1.092 -3.074 0.969
H -2.239 -3.811 -0.158
H -2.256 -4.408 2.597
C 0.572 -1.376 4.056
C 0.815 -2.846 4.353
O 2.137 -3.229 4.264
H 0.917 -1.191 3.039
H 1.172 -0.719 4.686
H -0.466 -1.058 4.146
H 0.247 -3.526 3.717
H 0.469 -3.003 5.374
H 2.391 -3.113 3.345
C -0.174 1.707 -4.555
C 1.343 2.030 -4.542
O 2.062 0.869 -4.134
H -0.428 1.165 -3.644
H -0.491 1.115 -5.413
H -0.797 2.595 -4.657
H 1.501 2.782 -3.769
H 1.684 2.376 -5.518
H 1.913 0.732 -3.195
C 1.833 -4.979 0.658
C 2.977 -4.010 0.667
C 3.452 -3.378 -0.642
O 2.578 -2.977 1.605
H 0.931 -4.599 0.179
H 1.628 -5.447 1.621
H 2.079 -5.842 0.039
H 3.799 -4.590 1.088
H 4.325 -2.753 -0.455
H 2.713 -2.655 -0.986
H 3.615 -4.124 -1.419
H 1.905 -2.422 1.204
C -5.691 2.018 0.443
C -4.675 2.373 -0.717
C -3.938 1.234 -1.446
O -5.329 3.204 -1.666
H -6.372 1.250 0.078
H -6.261 2.885 0.777
H -5.222 1.633 1.349
H -3.914 3.043 -0.316
H -3.551 0.505 -0.734
H -3.095 1.632 -2.010
H -4.654 0.767 -2.123
H -6.076 2.699 -1.997
C 5.734 2.158 1.406
C 4.345 1.731 0.936
C 4.391 0.595 -0.116
O 3.521 1.484 1.988
H 6.282 1.312 1.821
H 5.716 3.004 2.093
H 6.269 2.583 0.557
H 3.951 2.605 0.417
H 3.374 0.316 -0.391
H 5.039 -0.223 0.200
H 4.723 1.018 -1.064
H 2.702 1.151 1.613
C -1.411 3.049 2.376
C -1.133 1.834 3.266
C -0.989 2.186 4.789
O -2.176 0.900 3.172
H -1.404 2.866 1.301
H -0.614 3.783 2.497
H -2.369 3.540 2.547
H -0.221 1.293 3.012
H -1.955 2.485 5.197
H -0.240 2.956 4.976
H -0.603 1.310 5.309
H -2.346 0.783 2.234
C 0.107 -2.017 -4.642
C -0.897 -3.055 -4.021
C -0.152 -3.821 -2.933
O -2.033 -2.384 -3.504
H 0.514 -1.405 -3.838
H -0.400 -1.417 -5.399
H 0.933 -2.594 -5.057
H -1.196 -3.729 -4.823
H 0.872 -4.070 -3.208
H -0.657 -4.773 -2.771
H -0.122 -3.259 -1.999
H -1.770 -1.782 -2.804
*
```

As for the energy above the lowest of the compared OMol25 structures with the same formula, charge and spin: 0.000 eV. Its HOMO energy (alpha / beta) is 1.2 / -4.5 eV.

Löwdin population analysis, charges in e, atoms 1 to 5:
1 As 0.899
2 F -0.370
3 F -0.343
4 F -0.332
5 F -0.361